Entry 1:
A single C8H10 molecule at a distorted geometry, computed with the ωB97M-V functional and the def2-TZVPD basis.

Each line ends with the Mulliken charge.
Geometry (Å):
C (0.7081, 2.2397, -1.0811)  -1.02
C (-0.3558, 1.1011, -1.3121)  -0.52
C (-0.2892, -0.0365, -0.2322)  0.95
C (-0.6207, -1.2497, -0.6153)  -0.42
C (-0.5000, -2.2537, 0.3229)  -0.29
C (0.0608, -2.1149, 1.6109)  -0.71
C (0.3906, -0.7632, 2.0125)  -0.41
C (0.1952, 0.2282, 1.0491)  -0.34
H (0.3192, 2.7843, -0.2248)  0.29
H (1.7368, 1.7476, -0.9558)  0.29
H (0.9245, 2.8805, -2.0826)  0.28
H (-1.3271, 1.5901, -1.0893)  0.26
H (-0.5477, 0.7065, -2.4155)  0.28
H (-0.8643, -1.4694, -1.7115)  0.19
H (-0.8568, -3.2230, 0.0149)  0.34
H (-0.3297, -2.8083, 2.3523)  0.30
H (0.7638, -0.5597, 3.0422)  0.34
H (0.5924, 1.2005, 1.3154)  0.19

Values from the calculation:
- Net charge: 0
- E_HOMO: -0.33142 Ha
- Orbital gap: 0.371 Ha
- LUMO: 1.07 eV
- Energy relative to the best compared isomer or geometry (same formula, charge and spin): 36.58 kcal/mol
- Strongest force on any atom: 4.81 eV Å⁻¹

Entry 2:
A single C8H10 molecule at a distorted geometry, computed with the ωB97M-V functional and the def2-TZVPD basis.

Each line ends with the Mulliken charge.
Geometry (Å):
C (-0.4315, 1.4953, -0.6603)  -0.44
C (0.6545, 0.5773, -0.9992)  0.64
C (-1.0890, 0.9776, 0.4214)  -0.97
C (0.4120, -0.6190, -0.3434)  -1.17
C (1.5082, 0.6991, -2.2854)  -1.21
C (-0.1466, -0.7451, 2.2435)  -0.51
C (-1.1578, -1.4706, 1.4358)  -0.76
C (-0.4171, -0.3760, 0.7631)  1.48
H (-0.6729, 2.3933, -1.2108)  0.40
H (-2.0948, 1.3734, 0.6909)  0.29
H (1.0091, -1.5142, -0.5985)  0.30
H (2.3095, 1.5011, -2.1623)  0.27
H (1.9931, -0.2365, -2.6427)  0.31
H (0.8408, 1.1043, -2.9644)  0.34
H (-0.3205, -0.0529, 3.0599)  0.27
H (0.8367, -1.3261, 2.3343)  0.23
H (-1.0427, -2.5325, 1.3569)  0.27
H (-2.1910, -1.2485, 1.5614)  0.24

Values from the calculation:
- Net charge: 0
- E_HOMO: -0.29145 Ha
- Orbital gap: 0.327 Ha
- LUMO: 0.96 eV
- Energy relative to the best compared isomer or geometry (same formula, charge and spin): 68.85 kcal/mol
- Strongest force on any atom: 4.99 eV Å⁻¹

LUMO of number 2 (C8H10)? 0.96 eV

What did the second record say?
A single C8H10 molecule at a distorted geometry, computed with the ωB97M-V functional and the def2-TZVPD basis.

Each line ends with the Mulliken charge.
Geometry (Å):
C (-0.4315, 1.4953, -0.6603)  -0.44
C (0.6545, 0.5773, -0.9992)  0.64
C (-1.0890, 0.9776, 0.4214)  -0.97
C (0.4120, -0.6190, -0.3434)  -1.17
C (1.5082, 0.6991, -2.2854)  -1.21
C (-0.1466, -0.7451, 2.2435)  -0.51
C (-1.1578, -1.4706, 1.4358)  -0.76
C (-0.4171, -0.3760, 0.7631)  1.48
H (-0.6729, 2.3933, -1.2108)  0.40
H (-2.0948, 1.3734, 0.6909)  0.29
H (1.0091, -1.5142, -0.5985)  0.30
H (2.3095, 1.5011, -2.1623)  0.27
H (1.9931, -0.2365, -2.6427)  0.31
H (0.8408, 1.1043, -2.9644)  0.34
H (-0.3205, -0.0529, 3.0599)  0.27
H (0.8367, -1.3261, 2.3343)  0.23
H (-1.0427, -2.5325, 1.3569)  0.27
H (-2.1910, -1.2485, 1.5614)  0.24

Values from the calculation:
- Net charge: 0
- E_HOMO: -0.29145 Ha
- Orbital gap: 0.327 Ha
- LUMO: 0.96 eV
- Energy relative to the best compared isomer or geometry (same formula, charge and spin): 68.85 kcal/mol
- Strongest force on any atom: 4.99 eV Å⁻¹

strongest force on any atom of number 1 (C8H10)? 4.81 eV Å⁻¹